{
  "formula": "C12H24N3O5PRuS2",
  "method": "ωB97M-V with the def2-TZVPD basis set",
  "elements": ["Ru", "C", "O", "C", "C", "O", "C", "C", "O", "C", "H", "H", "H", "H", "H", "H", "H", "H", "H", "H", "H", "H", "H", "H", "C", "C", "O", "P", "S", "S", "O", "C", "C", "H", "H", "H", "H", "H", "H", "H", "H", "H", "H", "N", "C", "N", "C", "N"],
  "positions_angstrom": [[0.06, 0.10, -0.52], [0.11, -3.18, -0.34], [0.08, -2.02, 0.51], [1.21, -2.00, 1.38], [0.91, -1.11, 2.56], [0.61, 0.19, 2.08], [-0.39, 0.88, 2.81], [-1.16, 1.73, 1.81], [-1.59, 0.95, 0.70], [-2.64, 0.02, 1.00], [0.14, -4.08, 0.28], [-0.79, -3.20, -0.94], [0.99, -3.15, -0.99], [1.41, -3.01, 1.73], [2.09, -1.64, 0.82], [0.04, -1.52, 3.09], [1.76, -1.09, 3.25], [-1.06, 0.17, 3.29], [0.05, 1.51, 3.59], [-2.03, 2.19, 2.28], [-0.52, 2.51, 1.41], [-3.37, 0.49, 1.66], [-3.11, -0.23, 0.05], [-2.24, -0.88, 1.46], [2.77, 0.84, -5.48], [3.57, 1.20, -4.25], [2.71, 1.90, -3.32], [2.45, 1.28, -1.89], [0.95, 2.24, -0.95], [1.87, -0.63, -1.88], [3.88, 1.51, -1.21], [4.13, 1.01, 0.12], [5.54, 1.41, 0.50], [3.41, 0.34, -6.21], [2.36, 1.74, -5.94], [1.95, 0.17, -5.22], [4.39, 1.89, -4.47], [3.99, 0.31, -3.78], [4.01, -0.07, 0.10], [3.39, 1.44, 0.79], [6.26, 0.98, -0.18], [5.75, 1.06, 1.51], [5.64, 2.50, 0.48], [-1.28, -0.62, -1.86], [-1.99, -1.47, -2.24], [-2.84, -2.31, -2.69], [-2.42, -3.55, -2.90], [-2.11, -4.65, -3.08]],
  "nbo_charge": [0.58, -0.25, -0.54, -0.09, -0.07, -0.55, -0.09, -0.08, -0.52, -0.26, 0.18, 0.22, 0.19, 0.19, 0.20, 0.18, 0.19, 0.18, 0.19, 0.19, 0.22, 0.18, 0.23, 0.18, -0.63, -0.06, -0.82, 1.74, -0.44, -0.47, -0.83, -0.07, -0.62, 0.22, 0.22, 0.23, 0.19, 0.19, 0.19, 0.19, 0.22, 0.22, 0.22, -0.56, 0.59, -0.69, 0.43, -0.48],
  "charge": 0,
  "relative_energy_kcal_mol": 20.2,
  "homo_lumo_gap_ev": [7.730, 7.729],
  "e_lumo_ev": [0.3, 0.3]
}